Entry one
Here is a 11-piece molecular cluster, C45H116N4O21S7 overall from the Open Molecules 2025 dataset. Energies are from wB97M-V/def2-TZVPD.

Cartesian coordinates (Å):
C -3.3503 6.7311 2.7366
C -3.5149 5.5203 1.8894
O -2.4876 5.4033 0.8490
S -1.4391 4.0667 0.9291
C -0.3163 4.8320 2.1922
O -2.1003 2.8738 1.4783
O -0.6360 3.9729 -0.2908
H -2.3501 6.6172 3.1546
H -4.1576 6.8145 3.4641
H -3.4985 7.6012 2.0971
H -3.5684 4.5581 2.3987
H -4.4675 5.5281 1.3596
H -0.8173 5.0308 3.1396
H 0.0289 5.7091 1.6448
H 0.5285 4.1692 2.3791
C -4.9448 0.0123 -4.8947
C -3.6999 -0.5855 -4.2311
O -2.9549 -1.3619 -5.1442
S -1.3933 -0.8627 -5.5000
C -1.7296 0.4278 -6.7962
O -0.9119 -0.1637 -4.3288
O -0.6599 -1.9202 -6.1407
H -5.7228 -0.7501 -4.9327
H -4.7648 0.5034 -5.8510
H -5.3916 0.7094 -4.1857
H -3.1726 0.2765 -3.8224
H -3.8959 -1.2631 -3.4001
H -2.3250 1.2257 -6.3522
H -2.3704 -0.0902 -7.5098
H -0.7561 0.7478 -7.1676
C -3.8428 2.7127 -1.4823
C -4.6128 4.0188 -1.8095
O -5.8845 3.8927 -1.1219
S -7.3425 3.9667 -1.9982
C -7.1324 2.4940 -3.1481
O -8.4210 3.7984 -1.0677
O -7.3405 5.2180 -2.7879
H -4.3948 1.9142 -1.9780
H -3.8068 2.4311 -0.4299
H -2.8467 2.6687 -1.9226
H -4.1537 4.9332 -1.4339
H -4.7795 4.2148 -2.8687
H -6.8445 1.6040 -2.5885
H -6.3286 2.7420 -3.8413
H -8.1298 2.3830 -3.5734
C -0.7547 -3.1054 4.4507
C -0.3013 -1.7855 3.7136
O -1.3590 -1.3405 2.8845
S -2.4622 -0.3821 3.6376
C -1.3711 1.1221 3.6840
O -3.6303 -0.0778 2.7625
O -2.7460 -0.7743 4.9965
H 0.0902 -3.5321 4.9912
H -1.0604 -3.8207 3.6871
H -1.4064 -2.9790 5.3152
H 0.0856 -1.0396 4.4079
H 0.4523 -1.9541 2.9444
H -0.7766 1.1563 2.7711
H -0.6925 1.0606 4.5349
H -2.0059 2.0005 3.8003
C -9.5918 -3.2303 -0.2089
C -8.4809 -2.4483 0.4608
O -7.6577 -2.0141 -0.6169
S -6.4812 -0.8746 -0.3019
C -5.3887 -1.8712 0.8434
O -5.6343 -0.5655 -1.4587
O -7.0825 0.2042 0.5472
H -10.2771 -2.6800 -0.8536
H -10.2519 -3.5853 0.5825
H -9.1783 -4.0782 -0.7550
H -8.8844 -1.6460 1.0787
H -7.8763 -2.9893 1.1887
H -4.3597 -1.5148 0.8928
H -5.3209 -2.8613 0.3925
H -5.8842 -1.9735 1.8088
C -1.9604 -0.6244 -0.4122
C -0.5291 -0.1264 -0.7056
O -0.0554 0.3857 0.4846
S 1.6070 0.2713 0.7212
C 2.1873 1.4516 -0.5016
O 1.8191 0.8666 2.0326
O 2.0518 -1.0935 0.4233
H -2.6958 0.1038 -0.0700
H -2.0034 -1.4005 0.3520
H -2.2925 -1.0091 -1.3764
H 0.1736 -0.8860 -1.0481
H -0.5582 0.6641 -1.4555
H 2.0322 1.1287 -1.5310
H 3.2027 1.7438 -0.2341
H 1.5655 2.3329 -0.3444
C 4.0947 2.3371 4.6596
C 2.6090 2.3161 4.7211
O 2.2479 3.1575 5.8594
S 1.0400 4.2897 5.6035
C 0.7786 4.8433 7.3147
O 1.5474 5.3429 4.7135
O -0.1661 3.5945 5.2547
H 4.4559 1.6734 3.8740
H 4.4624 1.8583 5.5671
H 4.5939 3.3045 4.6049
H 2.2360 2.6665 3.7587
H 2.1974 1.3272 4.9232
H -0.2283 5.2548 7.3841
H 1.5566 5.5755 7.5311
H 0.7841 4.0278 8.0379
C -1.2456 -4.5418 0.5421
C -0.0403 -4.5615 -0.4229
N -0.0812 -5.7109 -1.3777
C -1.2603 -5.7780 -2.2409
C -1.5250 -4.5503 -3.1384
C 0.1679 -7.0554 -0.8140
C 1.6376 -7.2939 -0.4133
H -1.1366 -5.3875 1.2210
H -2.2448 -4.5291 0.1068
H -1.1763 -3.6408 1.1514
H -0.0515 -3.5743 -0.8850
H 0.8964 -4.5967 0.1334
H -1.3961 -6.6662 -2.8580
H -2.0250 -5.9307 -1.4792
H -2.5204 -4.7330 -3.5431
H -1.5377 -3.6337 -2.5487
H -0.7183 -4.5064 -3.8702
H -0.1275 -7.8812 -1.4612
H -0.4478 -7.1996 0.0738
H 2.0130 -6.4579 0.1768
H 2.2254 -7.4710 -1.3140
H 1.6197 -8.2267 0.1502
C 6.0192 -0.6354 2.3608
C 6.3184 -2.1599 2.3862
N 5.4493 -2.9304 3.3121
C 4.0195 -2.7798 2.9268
C 3.7341 -3.4761 1.5513
C 5.5441 -2.5396 4.7502
C 6.8667 -2.4543 5.4359
H 6.0739 -0.1942 3.3561
H 5.0551 -0.3378 1.9484
H 6.7604 -0.1584 1.7197
H 6.3494 -2.5916 1.3858
H 7.3507 -2.1663 2.7360
H 3.3697 -3.2320 3.6760
H 3.5944 -1.7763 2.9485
H 2.6762 -3.7193 1.4526
H 4.1253 -2.7962 0.7945
H 4.3500 -4.3739 1.4983
H 4.9114 -3.2260 5.3129
H 5.0548 -1.5718 4.8601
H 7.4327 -1.6632 4.9442
H 7.4313 -3.3831 5.3536
H 6.7633 -2.2606 6.5036
C 4.2846 -3.5246 -6.3929
C 2.9934 -3.0542 -5.7539
N 3.0400 -3.1466 -4.3178
C 2.0222 -2.2464 -3.7818
C 2.5128 -0.7833 -3.7744
C 2.7024 -4.4937 -3.8615
C 3.0878 -4.7149 -2.4105
H 4.4032 -4.5576 -6.0658
H 5.2058 -2.9732 -6.2046
H 4.1683 -3.5967 -7.4743
H 2.8603 -2.0184 -6.0661
H 2.2039 -3.7277 -6.0873
H 1.0876 -2.1924 -4.3401
H 1.5797 -2.5237 -2.8251
H 3.1816 -0.6934 -2.9185
H 2.9267 -0.5448 -4.7542
H 1.6832 -0.1194 -3.5312
H 3.1200 -5.2695 -4.5033
H 1.6288 -4.6820 -3.8530
H 2.3762 -4.3909 -1.6511
H 3.9920 -4.1680 -2.1431
H 3.2309 -5.7616 -2.1423
C 1.8512 6.5033 -1.0875
C 3.3474 5.9768 -1.1935
N 3.4845 4.5503 -0.6973
C 4.7440 4.0207 -1.1760
C 4.6110 3.5775 -2.6222
C 3.3820 4.4577 0.7522
C 4.2917 5.3943 1.5776
H 1.3428 6.2084 -0.1696
H 1.1700 6.1028 -1.8383
H 1.8005 7.5921 -1.0890
H 3.6736 6.0084 -2.2331
H 4.0435 6.5825 -0.6132
H 5.0256 3.2393 -0.4702
H 5.4584 4.8149 -0.9595
H 5.4545 2.9278 -2.8555
H 4.6635 4.4275 -3.3025
H 3.6807 3.0363 -2.7952
H 2.3714 4.6747 1.0983
H 3.5002 3.4931 1.2459
H 4.0712 6.4591 1.5020
H 4.3596 5.1017 2.6254
H 5.3413 5.2621 1.3152

Calculated values
Orbital gap   8.0 eV
SMILES string   CCOS(C)(=O)=O.CCOS(C)(=O)=O.CCOS(C)(=O)=O.CCOS(C)(=O)=O.CCOS(C)(=O)=O.CCOS(C)(=O)=O.CCOS(C)(=O)=O.CCN(CC)CC.CCN(CC)CC.CCN(CC)CC.CCN(CC)CC
LUMO energy   0.007 Ha
HOMO   -7.834 eV

Atomic partial charges in e from the Mulliken method, atoms 1 to 2:
1 C -1.171
2 C -0.195



Entry two
Here is a 11-piece molecular cluster, C45H116N4O21S7 overall from the Open Molecules 2025 dataset. Energies are from wB97M-V/def2-TZVPD.

Cartesian coordinates (Å):
C -2.3915 6.6014 4.8403
C -1.8797 6.7307 3.4147
O -0.4716 6.7901 3.2436
S 0.4249 5.4194 3.2051
C -0.0363 4.7627 1.5747
O 1.7666 5.9335 3.2021
O 0.0133 4.6237 4.3458
H -2.1286 7.5149 5.3680
H -2.1814 5.6959 5.4102
H -3.4838 6.5143 4.8074
H -2.2530 6.0563 2.6358
H -2.2834 7.6944 3.0929
H 0.1656 3.7006 1.6611
H 0.6348 5.3636 0.9612
H -1.0325 5.0860 1.2869
C 2.8428 1.6443 5.0334
C 3.0948 0.1510 5.2224
O 2.0888 -0.6659 4.6577
S 1.5542 -1.9937 5.5048
C 0.0843 -1.2260 6.1556
O 1.1819 -3.0092 4.5552
O 2.5280 -2.2668 6.5294
H 3.1335 1.8397 3.9976
H 3.6939 2.1835 5.4583
H 1.8489 1.9645 5.3232
H 4.1012 -0.0593 4.8393
H 3.3011 -0.0790 6.2737
H -0.6073 -1.9543 6.5686
H -0.3956 -0.7896 5.2737
H 0.3216 -0.3511 6.7554
C -4.5598 0.9597 -3.2745
C -3.6166 0.5441 -4.3865
O -3.0965 -0.7335 -4.0214
S -2.3016 -1.6361 -5.1025
C -3.6563 -1.9344 -6.2886
O -1.3159 -0.8098 -5.7519
O -1.9283 -2.8369 -4.4490
H -4.8650 2.0041 -3.3474
H -4.1342 0.8924 -2.2728
H -5.4292 0.3003 -3.2345
H -4.1931 0.5460 -5.3123
H -2.7604 1.2191 -4.4333
H -3.1770 -2.6227 -6.9821
H -3.7649 -0.9959 -6.8298
H -4.5625 -2.2381 -5.7759
C -5.2927 1.7144 0.0106
C -5.7387 1.7033 1.4923
O -4.7432 1.8999 2.4764
S -3.7199 3.1604 2.3486
C -2.6987 2.8007 3.7828
O -2.9857 3.0087 1.1164
O -4.4791 4.3417 2.6209
H -6.1389 1.3096 -0.5485
H -4.3523 1.2079 -0.1750
H -5.2292 2.7304 -0.3864
H -6.6158 2.3228 1.6850
H -6.1377 0.6918 1.5923
H -3.4162 2.5500 4.5593
H -2.1923 3.7246 4.0606
H -1.9606 2.0566 3.4934
C -2.0237 -1.2109 -1.1715
C -1.6082 -0.1990 -0.1162
O -0.2178 -0.3309 0.1174
S 0.4210 0.3446 1.4580
C 1.7862 -0.8076 1.4881
O 0.8869 1.6714 1.1150
O -0.3829 0.1019 2.6451
H -1.7555 -2.2226 -0.8498
H -1.5178 -1.0621 -2.1257
H -3.1013 -1.2386 -1.3260
H -1.9011 0.7945 -0.4717
H -2.2052 -0.3840 0.7818
H 1.3268 -1.7877 1.5964
H 2.3871 -0.5614 2.3600
H 2.3815 -0.7676 0.5793
C 5.8914 0.1014 0.7417
C 6.6422 0.8029 -0.3705
O 8.0069 0.9660 -0.0413
S 8.9257 2.0892 -0.7518
C 9.9875 0.9560 -1.7107
O 8.1076 2.8484 -1.6764
O 9.7126 2.6653 0.3038
H 6.1028 -0.9631 0.7901
H 4.8363 0.1476 0.4408
H 5.8637 0.5334 1.7403
H 6.5193 0.3181 -1.3494
H 6.1789 1.7691 -0.6015
H 10.6770 1.5321 -2.3208
H 9.2612 0.4468 -2.3436
H 10.4866 0.2399 -1.0666
C 3.5829 3.3075 1.5921
C 4.8845 3.9247 1.1750
O 6.0115 3.2349 1.7726
S 6.2811 3.4705 3.3668
C 8.0842 3.6755 3.2691
O 5.5966 4.6522 3.8433
O 6.0466 2.2316 4.0748
H 2.7233 3.7891 1.1102
H 3.3902 3.3271 2.6597
H 3.3680 2.3269 1.1588
H 5.0369 3.7373 0.1090
H 5.0580 4.9935 1.2922
H 8.4089 2.8724 2.6152
H 8.4214 3.6751 4.3004
H 8.2548 4.6489 2.8144
C -4.3214 -5.5369 -6.0066
C -5.6623 -5.3209 -5.3202
N -5.6404 -4.1724 -4.4122
C -4.9668 -4.4544 -3.1642
C -4.9157 -3.2316 -2.2586
C -6.9540 -3.5443 -4.3484
C -8.0655 -4.3191 -3.6111
H -3.4482 -5.5012 -5.3547
H -4.2788 -4.8072 -6.8121
H -4.2117 -6.5514 -6.4013
H -6.4742 -5.2638 -6.0492
H -6.0378 -6.2275 -4.8123
H -5.4300 -5.3401 -2.7052
H -3.9121 -4.6429 -3.3836
H -4.7471 -2.3649 -2.8976
H -5.8517 -3.1538 -1.6981
H -4.1259 -3.2653 -1.5096
H -7.1903 -3.4351 -5.4096
H -6.9511 -2.5172 -3.9731
H -8.9812 -3.7387 -3.7225
H -7.8088 -4.5088 -2.5664
H -8.2786 -5.3312 -3.9652
C -1.9498 -2.6268 2.8247
C -2.6608 -3.9235 2.4147
N -2.1124 -5.2003 2.8864
C -2.2068 -5.2828 4.3450
C -3.5990 -5.7819 4.7977
C -0.7749 -5.4625 2.3724
C -0.3993 -6.9543 2.4761
H -1.1759 -2.3529 2.1107
H -1.6108 -2.5863 3.8531
H -2.7481 -1.8950 2.6590
H -3.7238 -3.9348 2.6722
H -2.6407 -4.0505 1.3261
H -1.5230 -6.0269 4.7525
H -1.9863 -4.3373 4.8474
H -4.2146 -6.0449 3.9371
H -3.4555 -6.5100 5.5906
H -4.2202 -4.9715 5.2001
H -0.0365 -4.8120 2.8649
H -0.7105 -5.1524 1.3256
H -0.7176 -7.3955 1.5311
H -0.9980 -7.4512 3.2379
H 0.6631 -7.0774 2.6684
C -2.0622 4.9749 -5.3168
C -0.6018 5.4157 -4.9522
N -0.2236 5.0071 -3.6287
C -0.1097 3.5589 -3.4397
C -0.1336 3.1290 -1.9720
C 0.8103 5.8191 -3.0193
C 2.1581 5.8171 -3.7337
H -2.1191 3.9390 -5.6462
H -2.3246 5.6526 -6.1265
H -2.6389 5.0715 -4.3989
H 0.0805 5.0701 -5.7447
H -0.6094 6.5080 -4.9460
H -0.8977 3.0989 -4.0300
H 0.8580 3.2756 -3.8815
H -1.0707 3.4317 -1.5019
H 0.0885 2.0681 -1.8607
H 0.6433 3.6245 -1.3844
H 1.0657 5.6238 -1.9756
H 0.4756 6.8651 -3.0069
H 2.4753 4.7739 -3.6331
H 2.8821 6.4095 -3.1713
H 2.1123 6.2306 -4.7391
C 4.5453 -3.1630 -2.6811
C 4.1967 -2.3426 -1.4403
N 3.3507 -3.0080 -0.4318
C 4.1038 -3.9282 0.3997
C 5.2714 -3.4697 1.2717
C 2.1652 -3.6288 -0.9983
C 1.2327 -2.6423 -1.7027
H 5.0092 -2.5125 -3.4256
H 3.6290 -3.5193 -3.1505
H 5.2259 -3.9842 -2.4643
H 5.1015 -2.0002 -0.9326
H 3.6860 -1.4029 -1.6742
H 4.3190 -4.8915 -0.0995
H 3.3516 -4.3367 1.0932
H 4.9414 -2.8584 2.1107
H 6.0704 -3.0286 0.6824
H 5.6005 -4.3988 1.7408
H 2.3951 -4.5147 -1.6029
H 1.6190 -4.0075 -0.1266
H 1.2499 -1.6570 -1.2297
H 1.5611 -2.5333 -2.7380
H 0.1728 -2.8944 -1.6849

Calculated values
Orbital gap   8.4 eV
SMILES string   CCOS(C)(=O)=O.CCOS(C)(=O)=O.CCOS(C)(=O)=O.CCOS(C)(=O)=O.CCOS(C)(=O)=O.CCOS(C)(=O)=O.CCOS(C)(=O)=O.CCN(CC)CC.CCN(CC)CC.CCN(CC)CC.CCN(CC)CC
LUMO energy   0.010 Ha
HOMO   -8.072 eV

Atomic partial charges in e from the Mulliken method, atoms 1 to 2:
1 C -1.193
2 C 0.097



Of them, the most stable is entry two and the least stable is entry one.



Entry one
Here is one molecule with the formula C5H8OS2 from the Open Molecules 2025 dataset. Energies are from wB97M-V/def2-TZVPD.

Cartesian coordinates (Å):
O 1.5074 -1.3050 0.9763
C 0.9987 0.0760 0.5076
C 1.2235 -0.0282 -1.0306
S 1.0728 -1.5084 -1.7027
S 1.8615 1.3290 -1.7117
C -0.4679 0.3095 1.0984
C -1.5174 0.9863 0.1512
C -1.5503 -0.5318 0.3576
H 0.5354 -1.8430 0.9307
H 1.6852 0.6462 0.9920
H 1.9394 0.8789 -3.0041
H -0.4445 0.4669 2.1291
H -1.0656 1.2756 -0.7501
H -2.3106 1.4247 0.6181
H -2.4498 -0.8199 0.8426
H -1.0177 -1.3566 -0.4044

Calculated values
Orbital gap   8.3 eV
SMILES string   O[C@@H](C(=S)S)C1CC1
LUMO energy   -0.013 Ha
HOMO   -8.632 eV

Atomic partial charges in e from the Mulliken method, atoms 1 to 2:
1 O -0.556
2 C -0.832



Entry two
Here is one molecule with the formula C5H8OS2 from the Open Molecules 2025 dataset. Energies are from wB97M-V/def2-TZVPD.

Cartesian coordinates (Å):
C -0.2165 1.9485 -0.8035
C -0.0568 0.7204 -0.2386
C 1.1753 0.2385 0.5869
C 2.0934 -0.5821 -0.2419
O 1.6164 -1.7203 -0.8599
S 3.7152 -0.1199 -0.2782
S -1.0528 -0.6199 -0.9614
C -2.1603 -0.8406 0.5591
H 0.4236 2.8953 -0.6492
H -1.2186 2.1209 -1.3354
H 1.7163 0.9907 1.1728
H 0.6852 -0.5421 1.2660
H 0.6621 -1.7275 -0.6762
H -2.8495 -1.6942 0.3077
H -1.6531 -1.1862 1.4638
H -2.8797 0.1184 0.6881

Calculated values
Orbital gap   8.7 eV
SMILES string   C=C(CC(O)=S)SC
LUMO energy   0.008 Ha
HOMO   -8.494 eV

Atomic partial charges in e from the Mulliken method, atoms 1 to 2:
1 C -0.709
2 C 0.452



Of them, the most stable is entry two and the least stable is entry one.



Entry one
Here is one molecule with the formula C7H14OS from the Open Molecules 2025 dataset. Energies are from wB97M-V/def2-TZVPD.

Cartesian coordinates (Å):
C -0.7676 -0.5273 0.5548
C -0.7837 -1.2291 -1.8819
C -1.4730 1.0714 -1.3042
C 1.5471 -0.8632 1.0054
C 0.4443 1.2350 1.6979
C -0.5714 -0.0963 -0.9118
C 0.2551 -0.2719 1.5414
O -2.0272 -1.8684 2.3753
S -1.9694 -1.4797 0.9741
H -1.8732 -1.2696 -2.0403
H -0.3171 -1.0737 -2.8520
H -0.0754 -2.0563 -1.6462
H -2.3370 1.1449 -0.5922
H -1.7668 1.2094 -2.3810
H -0.9885 2.0511 -1.2076
H 1.3230 -1.5778 0.2499
H 2.0751 -1.3521 1.8045
H 2.1944 -0.0899 0.6024
H 0.4624 1.5145 0.6421
H -0.5089 1.6905 2.0102
H 1.4087 1.4186 2.4375
H 0.4495 0.3755 -0.9204
H -0.0010 -0.5903 2.5700

Calculated values
Orbital gap   9.6 eV
LUMO energy   0.021 Ha
HOMO   -8.993 eV

Atomic partial charges in e from the Mulliken method, atoms 1 to 2:
1 C 0.325
2 C -1.540



Entry two
Here is C7H14OS as an isolated structure from the Open Molecules 2025 dataset. Energies are from wB97M-V/def2-TZVPD.

Cartesian coordinates (Å):
C -2.3313 2.6883 -1.0985
C -0.4310 -0.0217 -1.2237
C 0.1833 0.4474 1.1997
C 1.7909 -0.7229 -0.3575
C -0.0527 -0.8869 1.7617
C 1.5201 -1.9758 0.4356
C 0.7259 0.3331 -0.2113
O 0.9950 -1.8355 1.7437
S -2.3340 1.1189 -1.7776
H -2.0383 3.5066 -1.6848
H -2.3042 2.7699 -0.0578
H -0.9156 -1.0712 -1.3883
H -0.0649 0.1251 -2.3854
H -0.5527 1.1919 1.3620
H 1.0272 0.9696 1.7041
H 2.7311 -0.2038 -0.1238
H 1.9710 -1.0489 -1.3999
H -0.3155 -0.7928 2.8940
H -0.8815 -1.2974 1.1367
H 0.7733 -2.6657 -0.0441
H 2.5094 -2.4740 0.6724
H 1.1624 1.2847 -0.4810
H -3.1680 0.5612 -0.6763

Calculated values
Orbital gap   7.3 eV
LUMO energy   0.015 Ha
HOMO   -6.943 eV

Atomic partial charges in e from the Mulliken method, atoms 1 to 2:
1 C -0.764
2 C -1.330



Of them, the most stable is entry one and the least stable is entry two.